Entry 1:
DFT (wB97M-V/def2-TZVPD) results for C35H33FeN4O2 as an isolated structure at a distorted geometry.

```
75
C35H33FeN4O2 | the Open Molecules 2025 dataset | wB97M-V/def2-TZVPD
O 3.04 2.25 -3.56
C 3.04 2.62 -2.39
C 3.40 4.02 -1.98
C 2.43 5.02 -2.08
C 2.72 6.32 -1.66
C 3.99 6.63 -1.16
C 4.97 5.63 -1.07
C 4.68 4.33 -1.50
N 2.70 1.78 -1.32
C 2.94 2.25 0.04
C 2.43 1.29 1.09
N 2.70 -0.08 0.74
C 2.56 -0.99 1.87
C 2.89 -2.40 1.42
N 2.02 -2.79 0.32
C 1.48 -4.07 0.23
O 0.52 -4.36 -0.47
C 2.15 -5.12 1.08
C 1.32 -5.99 1.79
C 1.90 -6.92 2.65
C 3.29 -7.04 2.74
C 4.11 -6.22 1.96
C 3.54 -5.27 1.10
C 1.83 -1.83 -0.69
C 0.98 -2.04 -1.75
N 0.66 -1.01 -2.59
C 1.48 0.10 -2.67
C 2.23 0.46 -1.56
C 2.34 -0.51 -0.52
H 1.45 4.77 -2.48
H 1.96 7.10 -1.73
H 4.23 7.66 -0.86
H 5.96 5.86 -0.69
H 5.44 3.54 -1.44
H 4.03 2.39 0.21
H 2.44 3.23 0.16
H 2.93 1.50 2.04
H 1.35 1.47 1.23
H 3.28 -0.65 2.63
H 1.54 -0.93 2.29
H 3.94 -2.41 1.08
H 2.76 -3.07 2.28
H 0.24 -5.91 1.68
H 1.26 -7.58 3.24
H 3.74 -7.78 3.40
H 5.19 -6.32 1.98
H 4.16 -4.63 0.47
H 0.40 -2.94 -1.86
H 1.41 0.70 -3.58
C -1.07 0.23 -3.79
C -0.61 -1.08 -3.20
C -0.69 -2.30 -4.12
C -1.81 -3.24 -4.25
C -1.29 -4.49 -4.76
C 0.14 -4.34 -4.99
C 0.51 -2.99 -4.63
Fe -0.89 -2.98 -5.98
C 0.15 -2.74 -7.66
C -0.42 -1.50 -7.17
C -1.86 -1.68 -7.06
C -2.17 -3.04 -7.49
C -0.92 -3.69 -7.86
H -2.14 0.10 -3.97
H -0.90 1.06 -3.10
H -0.62 0.44 -4.76
H -1.32 -1.34 -2.39
H -2.83 -3.06 -3.90
H -1.88 -5.39 -4.86
H 0.80 -5.13 -5.34
H 1.51 -2.55 -4.59
H 1.20 -2.90 -7.92
H 0.12 -0.57 -7.01
H -2.59 -0.92 -6.80
H -3.16 -3.46 -7.60
H -0.83 -4.69 -8.29
```

The calculation puts the HOMO energy (spin up / spin down) at -0.72 / -2.64 eV. For the orbital gap (spin up / spin down), the calculation gives 2.87 / 4.75 eV. The total charge is -1. The spin multiplicity is 5. As for the energy: -81267.5699 eV. The lowest unoccupied orbital energy (spin up / spin down) comes out at 0.079 / 0.077 hartree.

Löwdin analysis output, partial charges in e: number 1, O, carries 0.08; number 2, C, carries -0.38; number 3, C, carries -0.17; number 4, C, carries -0.02; number 5, C, carries -0.08; number 6, C, carries -0.10; number 7, C, carries -0.08; number 8, C, carries -0.04; number 9, N, carries 0.04; number 10, C, carries -0.12; number 11, C, carries -0.16; number 12, N, carries -0.11; number 13, C, carries -0.15; number 14, C, carries -0.13; number 15, N, carries 0.03; number 16, C, carries -0.36; number 17, O, carries 0.08; number 18, C, carries -0.16; number 19, C, carries -0.02; number 20, C, carries -0.08; number 21, C, carries -0.09; number 22, C, carries -0.08; number 23, C, carries -0.04; number 24, C, carries -0.10; number 25, C, carries 0.03; number 26, N, carries -0.07; number 27, C, carries -0.01; number 28, C, carries -0.10; number 29, C, carries -0.12; number 30, H, carries 0.13; number 31, H, carries 0.10; number 32, H, carries 0.10; number 33, H, carries 0.10; number 34, H, carries 0.12; number 35, H, carries 0.12; number 36, H, carries 0.13; number 37, H, carries 0.12; number 38, H, carries 0.13; number 39, H, carries 0.12; number 40, H, carries 0.13; number 41, H, carries 0.13; number 42, H, carries 0.13; number 43, H, carries 0.12; number 44, H, carries 0.10; number 45, H, carries 0.10; number 46, H, carries 0.10; number 47, H, carries 0.12; number 48, H, carries 0.12; number 49, H, carries 0.12; number 50, C, carries -0.04; number 51, C, carries -0.31; number 52, C, carries -0.27; number 53, C, carries -0.15; number 54, C, carries -0.19; number 55, C, carries -0.18; number 56, C, carries -0.15; number 57, Fe, carries 0.23; number 58, C, carries -0.20; number 59, C, carries -0.21; number 60, C, carries -0.21; number 61, C, carries -0.20; number 62, C, carries -0.20; number 63, H, carries 0.08; number 64, H, carries 0.08; number 65, H, carries 0.08; number 66, H, carries 0.15; number 67, H, carries 0.10; number 68, H, carries 0.09; number 69, H, carries 0.10; number 70, H, carries 0.12; number 71, H, carries 0.09; number 72, H, carries 0.09; number 73, H, carries 0.09; number 74, H, carries 0.09; number 75, H, carries 0.09



Entry 2:
DFT (wB97M-V/def2-TZVPD) results for a 2-piece molecular cluster, C5H10NO4S overall at a distorted geometry.

```
21
C5H10NO4S | the Open Molecules 2025 dataset | wB97M-V/def2-TZVPD
C -0.69 2.85 0.19
C -1.56 -0.53 0.76
C -0.16 1.24 -1.72
C -0.32 0.36 0.69
C -0.49 1.51 -0.29
N 2.42 -1.12 0.50
O -0.32 3.91 0.59
O -1.82 2.25 -0.09
O 2.67 0.71 -1.31
O 4.04 0.94 0.72
S 2.68 0.70 0.19
H -1.35 -1.39 1.40
H -1.83 -0.89 -0.23
H -2.41 0.01 1.18
H -0.68 0.36 -2.08
H 0.93 1.06 -1.77
H -0.42 2.09 -2.35
H -0.10 0.76 1.68
H 0.53 -0.24 0.37
H 3.07 -1.57 -0.14
H 2.77 -1.29 1.44
```

The energy above the lowest of the compared OMol25 structures with the same formula, charge and spin comes out at 41.6 kJ/mol. The calculation puts the HOMO energy at -4.22 eV. For the orbital gap, the calculation gives 7.70 eV. The total charge is -1. As for the energy: -25862.9352 eV. The lowest unoccupied orbital energy comes out at 0.128 hartree.

Löwdin analysis output, partial charges in e: number 1, C, carries -0.48; number 2, C, carries -0.09; number 3, C, carries -0.01; number 4, C, carries -0.22; number 5, C, carries -0.33; number 6, N, carries -0.20; number 7, O, carries 0.13; number 8, O, carries 0.12; number 9, O, carries -0.55; number 10, O, carries -0.56; number 11, S, carries 0.63; number 12, H, carries 0.07; number 13, H, carries 0.07; number 14, H, carries 0.07; number 15, H, carries 0.09; number 16, H, carries 0.04; number 17, H, carries 0.09; number 18, H, carries 0.12; number 19, H, carries 0.03; number 20, H, carries 0.00; number 21, H, carries 0.00



Entry 3:
DFT (wB97M-V/def2-TZVPD) results for C22H33BiN4O4SSe2SiTe3 as an isolated structure at a distorted geometry.

```
71
C22H33BiN4O4SSe2SiTe3 | the Open Molecules 2025 dataset | wB97M-V/def2-TZVPD
Bi 0.55 -0.06 -0.23
C -2.78 -0.99 -4.14
O -3.32 0.28 -3.84
C -3.27 0.73 -2.52
C -4.11 1.88 -2.32
C -4.30 2.52 -1.16
C -3.71 2.00 0.11
C -2.54 1.01 -0.16
C -2.52 -0.03 0.93
N -1.42 -0.48 1.36
N -1.33 -1.42 2.33
C -0.28 -2.20 2.22
O 0.47 -2.31 1.19
C 0.02 -3.05 3.41
C -0.48 -2.73 4.67
C -0.13 -3.50 5.77
C 0.71 -4.60 5.62
C 1.20 -4.92 4.36
C 0.86 -4.14 3.27
C -2.45 0.27 -1.51
O -1.55 -0.64 -1.56
H -2.81 -1.09 -5.23
H -3.38 -1.80 -3.70
H -1.76 -1.11 -3.79
H -4.60 2.22 -3.22
H -4.99 3.36 -1.09
H -4.48 1.50 0.71
H -3.48 -0.47 1.22
H -1.11 -1.86 4.78
H -0.51 -3.25 6.75
H 0.98 -5.20 6.48
H 1.85 -5.78 4.24
H 1.25 -4.38 2.28
Se 1.45 0.89 2.27
Te 0.56 2.80 3.63
Te 2.05 4.30 0.36
Se 2.37 1.83 0.32
C 3.80 -3.07 0.16
Te 3.14 -1.36 1.22
C 5.08 -0.42 1.06
H 4.31 -2.77 -0.76
H 2.93 -3.67 -0.10
H 4.47 -3.65 0.79
H 5.82 -1.07 1.52
H 5.08 0.54 1.56
H 5.33 -0.27 0.01
C -2.18 5.28 1.31
N -3.00 4.31 0.61
C -3.10 3.05 1.02
N -2.92 2.75 2.30
S -1.00 2.05 -0.19
H -2.24 6.23 0.79
H -1.13 4.96 1.35
H -2.55 5.41 2.33
H -3.00 4.39 -0.40
H -2.17 3.23 2.80
H -2.89 1.75 2.50
C 4.10 0.57 -3.81
Si 2.38 -0.03 -3.26
C 1.83 -1.29 -4.58
C 1.19 1.44 -3.45
O 2.40 -0.63 -1.78
H 4.09 0.92 -4.84
H 4.82 -0.25 -3.73
H 4.46 1.38 -3.18
H 2.15 -0.97 -5.58
H 0.74 -1.39 -4.59
H 2.26 -2.27 -4.39
H 1.24 1.89 -4.45
H 1.41 2.24 -2.74
H 0.16 1.13 -3.29
```

The energy above the lowest of the compared OMol25 structures with the same formula, charge and spin comes out at 415.4 kJ/mol. The calculation puts the HOMO energy at -1.17 eV. For the orbital gap, the calculation gives 5.07 eV. The total charge is -2. As for the energy: -214626.7926 eV. The lowest unoccupied orbital energy comes out at 0.143 hartree.

Löwdin analysis output, partial charges in e: number 1, Bi, carries 1.31; number 2, C, carries -0.11; number 3, O, carries -0.13; number 4, C, carries -0.23; number 5, C, carries -0.03; number 6, C, carries -0.11; number 7, C, carries -0.25; number 8, C, carries -0.59; number 9, C, carries -0.18; number 10, N, carries -0.14; number 11, N, carries 0.06; number 12, C, carries -0.54; number 13, O, carries -0.29; number 14, C, carries -0.14; number 15, C, carries -0.03; number 16, C, carries -0.10; number 17, C, carries -0.12; number 18, C, carries -0.10; number 19, C, carries -0.03; number 20, C, carries -0.43; number 21, O, carries -0.23; number 22, H, carries 0.08; number 23, H, carries 0.09; number 24, H, carries 0.06; number 25, H, carries 0.11; number 26, H, carries 0.09; number 27, H, carries 0.14; number 28, H, carries 0.13; number 29, H, carries 0.11; number 30, H, carries 0.09; number 31, H, carries 0.09; number 32, H, carries 0.09; number 33, H, carries 0.11; number 34, Se, carries -0.40; number 35, Te, carries 0.01; number 36, Te, carries -0.03; number 37, Se, carries -0.38; number 38, C, carries -0.44; number 39, Te, carries 1.15; number 40, C, carries -0.43; number 41, H, carries 0.00; number 42, H, carries 0.00; number 43, H, carries -0.02; number 44, H, carries -0.02; number 45, H, carries -0.01; number 46, H, carries 0.00; number 47, C, carries -0.06; number 48, N, carries 0.02; number 49, C, carries -0.41; number 50, N, carries 0.19; number 51, S, carries 0.54; number 52, H, carries 0.08; number 53, H, carries 0.03; number 54, H, carries 0.08; number 55, H, carries 0.13; number 56, H, carries -0.01; number 57, H, carries 0.10; number 58, C, carries -0.19; number 59, Si, carries 0.16; number 60, C, carries -0.18; number 61, C, carries -0.18; number 62, O, carries -0.62; number 63, H, carries 0.01; number 64, H, carries 0.01; number 65, H, carries 0.02; number 66, H, carries 0.01; number 67, H, carries 0.00; number 68, H, carries 0.01; number 69, H, carries 0.02; number 70, H, carries 0.00; number 71, H, carries 0.01



Entry 4:
DFT (wB97M-V/def2-TZVPD) results for a 2-piece molecular cluster, C2H4FOP overall at a distorted geometry.

```
9
C2H4FOP | the Open Molecules 2025 dataset | wB97M-V/def2-TZVPD
C 0.08 0.28 -0.17
C -1.05 0.66 0.75
O 0.40 0.87 -1.16
F 2.40 -0.68 -0.08
P 0.95 -1.42 0.02
H -0.81 1.03 1.75
H -1.54 1.57 0.14
H -1.69 -0.14 0.72
H 1.26 -2.16 -1.95
```

The energy above the lowest of the compared OMol25 structures with the same formula, charge and spin comes out at 234.4 kJ/mol. The calculation puts the HOMO energy at -9.08 eV. For the orbital gap, the calculation gives 8.07 eV. The total charge is 0. As for the energy: -16189.6620 eV. The lowest unoccupied orbital energy comes out at -0.037 hartree.

Löwdin analysis output, partial charges in e: number 1, C, carries -0.67; number 2, C, carries -0.07; number 3, O, carries 0.00; number 4, F, carries -0.44; number 5, P, carries 0.88; number 6, H, carries 0.08; number 7, H, carries 0.14; number 8, H, carries 0.03; number 9, H, carries 0.04



Entry 5:
DFT (wB97M-V/def2-TZVPD) results for an isolated ion of composition C5H14N3 and charge +1 at a distorted geometry.

```
22
C5H14N3 | the Open Molecules 2025 dataset | wB97M-V/def2-TZVPD
H -4.46 -0.82 -1.64
N -3.94 -0.13 -1.07
C -2.87 -0.61 -0.51
N -2.15 0.29 0.29
C -1.20 -0.46 1.15
C 0.27 -0.16 1.00
C 0.68 -0.15 -0.45
C 2.21 -0.11 -0.71
N 2.87 1.20 -0.22
H -2.63 -1.74 -0.60
H -2.15 1.30 0.22
H -1.45 -1.56 1.03
H -1.51 -0.22 2.38
H 0.63 0.90 1.50
H 0.94 -0.90 1.66
H 0.30 -1.01 -1.05
H 0.27 0.95 -0.76
H 2.33 -0.22 -1.81
H 2.69 -1.03 -0.15
H 3.87 1.17 -0.47
H 2.38 2.06 -0.59
H 2.93 1.27 0.81
```

The energy above the lowest of the compared OMol25 structures with the same formula, charge and spin comes out at 362.4 kJ/mol. As for the structure (SMILES): [H]/N=C/NCCCC[NH3+]. The calculation puts the HOMO energy at -11.51 eV. For the orbital gap, the calculation gives 7.56 eV. The total charge is +1. As for the energy: -9873.4106 eV. The lowest unoccupied orbital energy comes out at -0.145 hartree.

Löwdin analysis output, partial charges in e: number 1, H, carries 0.04; number 2, N, carries 0.05; number 3, C, carries -0.32; number 4, N, carries -0.03; number 5, C, carries -0.26; number 6, C, carries -0.28; number 7, C, carries -0.24; number 8, C, carries -0.15; number 9, N, carries 0.17; number 10, H, carries 0.14; number 11, H, carries 0.14; number 12, H, carries 0.12; number 13, H, carries 0.18; number 14, H, carries 0.15; number 15, H, carries 0.15; number 16, H, carries 0.14; number 17, H, carries 0.16; number 18, H, carries 0.13; number 19, H, carries 0.17; number 20, H, carries 0.17; number 21, H, carries 0.19; number 22, H, carries 0.17